C11H29CeI2OP2Si | ωB97M-V/def2-TZVPD

Atoms and positions in Å:
I  0.255  -1.248  -7.551
I  0.255  1.457  -7.600
Ce  0.222  -0.031  -0.698
P  -2.330  0.122  -1.167
C  -3.169  0.046  -2.735
C  -2.850  -1.300  -0.120
H  -3.936  -1.248  0.029
H  -3.935  1.574  -0.085
H  -2.385  -1.363  0.879
H  -2.369  1.735  0.739
H  -2.859  -0.857  -3.269
H  -2.592  -2.249  -0.615
C  -2.850  1.609  -0.243
H  -4.248  0.052  -2.570
H  -2.584  2.510  -0.816
H  -2.858  0.897  -3.347
P  2.806  0.111  -1.152
C  3.674  0.028  -2.711
C  3.360  1.587  -0.224
H  2.856  -1.352  0.886
H  4.426  -1.267  0.052
H  3.084  -2.267  -0.592
C  3.340  -1.313  -0.106
H  2.869  1.715  0.752
H  4.444  1.534  -0.062
H  4.754  0.030  -2.549
H  3.375  0.877  -3.329
H  3.117  2.496  -0.793
H  3.368  -0.872  -3.251
C  0.257  0.036  -3.301
O  0.258  -0.020  -4.450
C  -2.316  0.348  3.131
Si  -0.547  -0.207  2.964
C  0.420  0.439  4.417
C  -0.341  -2.062  2.810
C  0.373  0.613  1.519
H  -2.664  -0.097  4.073
H  -2.999  0.041  2.332
H  -2.365  1.439  3.243
H  -0.018  0.005  5.322
H  1.477  0.156  4.337
H  0.345  1.534  4.456
H  -0.839  -2.535  1.953
H  0.725  -2.329  2.783
H  -0.766  -2.489  3.729
H  0.279  1.723  1.386
H  1.482  0.394  1.545

Values from the calculation:
Kohn-Sham gap (alpha / beta): 6.045 / 6.074 eV
E: -69493.83898 eV
ΔE to the lowest compared entry with this formula, charge and spin: 134.0 kJ/mol
charge: +2
LUMO level (alpha / beta): -7.5 / -7.5 eV
F_max: 5.3 eV/Å
molecular weight: 661.31 g mol⁻¹
spin multiplicity: 2